16
Properties=species:S:1:pos:R:3:forces:R:3 method="wB97M-V/def2-TZVPD" homo_energy_ev=-11.5015 total_energy_ev=-4342.0875 relative_energy_kcal_mol=10.2 orbital_gap_ev=12.64 lumo_energy_ev=1.1
C -1.5535 0.4482 1.5305 -0.77 -0.07 0.57
C -1.9528 -1.0352 1.5963 -0.10 0.14 -0.55
H -0.8601 0.6767 2.3388 0.70 0.03 -0.58
H -1.2584 0.6831 0.5120 0.65 0.34 0.27
H -2.3612 1.1384 1.7896 -0.38 -0.30 -0.32
H -2.0270 -1.4570 0.5926 -0.01 0.06 -0.06
H -2.9366 -1.1821 2.0332 0.10 -0.13 0.39
H -1.1855 -1.6233 2.0939 -0.18 -0.07 0.27
C 1.5803 0.0910 -2.2636 -0.45 -0.45 -0.82
C 1.9126 0.4957 -0.8416 1.62 -0.16 0.24
H 1.6175 -0.9812 -2.4762 0.00 -0.06 0.49
H 0.5763 0.3966 -2.5587 -0.07 0.05 0.10
H 2.2437 0.4904 -3.0259 0.19 0.45 0.15
H 1.9733 -0.3364 -0.1385 -0.88 -0.05 0.02
H 1.3210 1.3231 -0.4698 -0.27 -0.11 0.16
H 2.9607 0.8167 -0.7635 -0.14 0.33 -0.33

=====

73
Properties=species:S:1:pos:R:3:forces:R:3 method="wB97M-V/def2-TZVPD" charge=+2 homo_energy_ev="-13.7365 / -13.7400" total_energy_ev=-101466.0332 relative_energy_kcal_mol=0.0 orbital_gap_ev="7.05 / 6.71" lumo_energy_ev="-6.7 / -7.0"
Mo -0.5337 -0.1426 -0.3555 -0.06 -0.23 -0.23
O 0.7323 -1.7130 -0.5286 -0.14 -0.40 -0.31
C 1.5831 -2.5254 0.2092 -0.32 0.35 -0.41
C 2.2422 -3.5724 -0.3861 0.09 -0.23 0.18
C 3.1139 -4.3128 0.4045 0.00 -0.07 -0.07
C 3.3294 -3.9938 1.7438 -0.04 0.05 -0.03
C 2.6942 -2.8995 2.2940 0.09 -0.07 0.03
C 1.8145 -2.1336 1.5188 -0.08 0.22 0.33
C 1.2893 -0.9061 2.0670 0.27 -0.17 -0.03
N 0.5835 -0.0106 1.4640 -0.18 0.41 0.25
C 0.3074 1.2207 2.2678 0.10 -0.33 -0.15
C -0.0302 2.3256 1.3028 -0.23 -0.05 -0.20
N -1.0958 1.8106 0.4272 0.32 0.09 0.26
C -2.1484 2.5294 0.2854 -0.18 0.05 -0.08
C -3.2922 2.1514 -0.4975 0.14 0.34 0.27
C -4.3932 3.0146 -0.5777 -0.08 0.00 -0.05
C -5.5002 2.6529 -1.3133 0.06 -0.03 0.01
C -5.5102 1.4218 -1.9728 -0.04 -0.06 -0.05
C -4.4332 0.5535 -1.9010 -0.27 0.15 -0.08
C -3.3269 0.9265 -1.1561 0.62 -0.51 -0.09
O -2.2710 0.0748 -1.0958 -0.43 0.20 0.02
H 2.0823 -3.8091 -1.4270 -0.05 -0.04 -0.04
H 3.6370 -5.1522 -0.0353 0.00 0.02 0.00
H 4.0110 -4.5841 2.3394 -0.01 -0.01 -0.01
H 2.8874 -2.6088 3.3195 -0.01 -0.02 -0.01
H 1.5906 -0.6907 3.0924 0.04 -0.05 -0.01
H 1.1838 1.4711 2.8629 0.02 0.00 0.03
H -0.5306 1.0183 2.9352 -0.05 0.03 0.01
H 0.8394 2.5661 0.6877 0.05 0.01 0.01
H -0.3484 3.2266 1.8269 0.00 0.02 0.03
H -2.1845 3.4953 0.7897 -0.08 0.00 0.00
H -4.3630 3.9624 -0.0531 -0.01 -0.01 -0.01
H -6.3530 3.3131 -1.3800 0.00 -0.01 0.00
H -6.3771 1.1353 -2.5539 0.00 0.01 0.01
H -4.4435 -0.3974 -2.4151 -0.02 0.03 0.00
C -2.5817 -2.8461 -2.0236 -0.13 0.05 -0.09
C -1.3726 -3.0995 -1.1114 0.08 -0.06 0.03
C -0.8670 -4.5204 -1.4059 0.03 0.02 -0.05
C -1.7979 -2.9885 0.3550 0.00 0.02 0.10
C -0.3940 -1.9933 -1.4647 0.19 0.29 0.36
H -3.3211 -3.6300 -1.8579 0.00 0.00 -0.01
H -2.3010 -2.8821 -3.0797 0.03 -0.01 0.03
H -3.0437 -1.8824 -1.8213 0.07 -0.16 -0.01
H -1.7135 -5.2090 -1.4283 0.01 0.02 0.02
H -0.1800 -4.8918 -0.6502 0.14 0.04 0.07
H -0.3813 -4.5781 -2.3834 -0.02 0.03 0.02
H -2.6764 -3.6063 0.5466 0.05 -0.04 0.00
H -2.1039 -1.9675 0.6261 -0.06 0.05 0.00
H -1.0155 -3.3136 1.0452 0.03 0.01 -0.03
H 0.0186 -2.0450 -2.4687 0.04 0.00 -0.03
C -0.5788 0.5635 -3.9498 -0.02 0.03 -0.05
As 0.4344 1.0217 -2.3827 -0.02 0.03 0.09
C 0.3649 2.9447 -2.3983 0.02 0.04 -0.03
C 2.2933 0.5774 -2.7545 0.08 -0.11 0.09
C 2.7509 1.1277 -4.0722 -0.02 0.05 -0.02
C 3.3395 2.3873 -4.1356 0.01 0.05 -0.02
C 3.7408 2.9152 -5.3542 -0.01 -0.03 -0.01
C 3.5553 2.1861 -6.5208 -0.01 -0.02 0.01
C 2.9749 0.9249 -6.4653 0.03 0.05 0.02
C 2.5732 0.4001 -5.2462 -0.01 -0.03 -0.01
H -0.1481 1.0884 -4.8014 -0.03 -0.03 -0.02
H -1.6065 0.8835 -3.7874 -0.03 -0.01 -0.03
H -0.5557 -0.5091 -4.1212 -0.01 -0.01 -0.02
H 0.6947 3.2772 -3.3816 0.01 0.05 0.01
H 1.0216 3.3626 -1.6382 -0.01 0.02 0.02
H -0.6596 3.2701 -2.2286 -0.01 0.01 0.00
H 2.3696 -0.5098 -2.7078 0.02 -0.01 -0.02
H 2.8629 0.9911 -1.9209 0.05 -0.03 0.00
H 3.5052 2.9541 -3.2255 0.00 -0.01 0.00
H 4.2093 3.8897 -5.3905 -0.01 -0.01 -0.01
H 3.8735 2.5946 -7.4705 0.00 -0.01 0.01
H 2.8460 0.3464 -7.3704 0.00 0.01 0.01
H 2.1335 -0.5911 -5.2081 0.01 0.00 0.00

=====

83
Properties=species:S:1:pos:R:3:forces:R:3 method="wB97M-V/def2-TZVPD" charge=+3 homo_energy_ev="-15.9812 / -16.4922" spin_multiplicity=6 total_energy_ev=-76366.3806 relative_energy_kcal_mol=0.0 s_squared=8.777 orbital_gap_ev="7.97 / 4.69" lumo_energy_ev="-8.0 / -11.8"
Ir -0.2386 -0.2885 -0.4495 0.04 0.00 0.02
O 1.2346 -1.5867 -1.1250 -0.02 0.07 -0.09
S 2.6137 -2.2675 -1.3356 0.02 -0.08 0.07
C 3.7869 -1.5195 -0.1772 -0.02 0.03 -0.06
C 3.2716 -1.2147 1.2259 0.01 -0.03 0.02
C 2.7454 0.2123 1.3112 0.06 0.03 0.07
C 2.0689 0.5880 2.6183 -0.08 0.00 0.01
S 0.5048 -0.3294 2.9081 0.05 0.04 0.09
O 0.0708 -0.9366 1.5525 -0.07 -0.11 -0.16
C -0.6270 1.0039 3.2278 0.11 0.05 0.09
C -1.8540 1.0337 2.5858 -0.03 0.03 -0.02
C -2.7424 2.0548 2.9055 0.01 -0.02 -0.05
C -2.4103 3.0000 3.8641 0.03 0.01 0.06
C -1.1872 2.9307 4.5244 -0.07 -0.02 0.00
C -0.2873 1.9258 4.2131 0.00 -0.01 -0.02
C 2.4351 -3.8913 -0.6714 -0.03 0.00 0.02
C 1.6499 -4.1575 0.4472 -0.02 -0.01 0.00
C 1.6015 -5.4555 0.9249 -0.01 0.00 0.00
C 2.3278 -6.4618 0.2935 0.00 0.00 0.00
C 3.0957 -6.1833 -0.8271 0.00 0.01 0.01
C 3.1475 -4.8888 -1.3258 0.02 0.00 -0.04
H 4.1487 -0.6209 -0.6831 0.01 0.00 0.02
H 4.6074 -2.2412 -0.1819 -0.03 -0.02 -0.01
H 4.0976 -1.3459 1.9271 0.00 0.01 0.00
H 2.5086 -1.9361 1.5182 0.02 -0.01 0.00
H 2.0713 0.4226 0.4771 -0.02 0.02 -0.02
H 3.5713 0.9176 1.1884 0.02 -0.02 -0.01
H 1.8357 1.6515 2.6434 -0.01 0.02 -0.02
H 2.6916 0.3315 3.4769 0.02 0.02 0.00
H -2.1288 0.2703 1.8699 0.00 0.00 -0.01
H -3.7063 2.0985 2.4163 0.00 0.00 0.01
H -3.1149 3.7802 4.1190 0.00 0.01 0.00
H -0.9420 3.6509 5.2932 0.00 0.00 0.00
H 0.6571 1.8673 4.7407 0.01 0.00 0.00
H 1.0756 -3.3724 0.9221 -0.01 0.00 0.00
H 1.0019 -5.6879 1.7950 0.00 0.00 -0.01
H 2.2869 -7.4722 0.6776 0.00 0.00 0.00
H 3.6472 -6.9717 -1.3202 0.00 0.00 0.00
H 3.7307 -4.6653 -2.2114 0.00 0.00 0.01
C -1.5402 -3.4861 -0.6118 0.04 -0.04 -0.01
N -2.7278 -2.9030 -1.2195 -0.01 -0.01 0.05
C -3.3598 -3.7124 -2.2635 0.01 -0.07 -0.01
C -3.0839 -1.6474 -0.9550 -0.04 -0.01 -0.09
O -2.2143 -0.7878 -0.4945 0.02 -0.06 0.11
N -4.3230 -1.2075 -1.1356 0.05 0.10 -0.05
C -5.5057 -2.0718 -1.0721 -0.01 0.02 0.08
C -4.5845 0.2319 -1.1639 -0.04 -0.03 -0.03
H -1.7504 -4.5276 -0.3685 0.00 0.01 -0.03
H -1.2925 -2.9715 0.3140 0.00 0.02 0.01
H -0.6938 -3.4523 -1.3001 0.04 -0.02 0.03
H -2.5707 -4.1149 -2.8999 -0.01 0.01 0.01
H -4.0127 -3.0993 -2.8734 -0.01 0.01 -0.04
H -3.9235 -4.5452 -1.8442 0.00 0.02 0.02
H -5.2466 -3.0316 -0.6364 -0.01 -0.01 -0.02
H -5.9572 -2.2132 -2.0528 0.01 0.00 -0.01
H -6.2324 -1.5892 -0.4202 -0.01 0.00 -0.01
H -3.7287 0.7614 -1.5723 -0.02 0.01 0.01
H -4.8047 0.6098 -0.1646 0.00 -0.01 0.01
H -5.4468 0.4063 -1.8030 -0.01 0.01 0.00
C 0.5713 4.1653 -4.9122 0.01 -0.09 0.00
C 0.7992 2.7468 -4.7850 0.00 0.09 -0.02
C 0.5807 2.0992 -3.5872 0.01 0.03 -0.02
C 0.1239 2.8196 -2.4881 -0.05 0.13 0.04
C -0.0930 4.2568 -2.6414 0.02 -0.10 0.02
C 0.1246 4.9096 -3.8351 0.01 -0.04 -0.02
Si -0.2100 2.1408 -0.7358 -0.05 -0.03 -0.03
C 0.9394 3.1424 0.3201 -0.01 0.03 0.00
C 2.2888 3.2885 -0.0334 0.00 0.00 0.05
C 3.1399 4.0657 0.7370 -0.01 -0.01 -0.01
C 2.6507 4.7111 1.8672 0.00 0.02 0.00
C 1.3125 4.5867 2.2217 -0.02 0.00 -0.01
C 0.4570 3.8107 1.4525 0.05 0.00 -0.05
H 0.7552 4.6369 -5.8696 0.01 0.00 0.00
H 1.1437 2.2028 -5.6556 -0.01 0.00 0.00
H 0.7532 1.0330 -3.5112 0.01 0.00 -0.01
H -0.4384 4.8166 -1.7789 0.01 0.00 0.00
H -0.0473 5.9724 -3.9315 0.00 0.00 0.02
H -1.6128 2.5533 -0.4743 -0.02 0.01 0.02
H 2.6821 2.7935 -0.9171 0.00 0.00 0.00
H 4.1776 4.1824 0.4533 0.00 0.00 0.00
H 3.3104 5.3293 2.4618 0.00 -0.01 0.00
H 0.9320 5.1086 3.0903 0.01 0.00 0.00
H -0.5885 3.7341 1.7309 0.01 -0.02 0.00

=====

16
Properties=species:S:1:pos:R:3:forces:R:3 method="wB97M-V/def2-TZVPD" homo_energy_ev=-11.6001 total_energy_ev=-4342.1637 relative_energy_kcal_mol=8.4 orbital_gap_ev=12.71 lumo_energy_ev=1.1
C -1.7426 1.6642 -1.0216 -0.07 1.17 -1.33
C -2.0289 0.1788 -1.1969 0.15 0.25 0.44
H -0.9115 1.8324 -0.3415 -0.11 -0.06 0.26
H -1.4262 2.1133 -1.9668 0.48 -0.36 -0.25
H -2.5349 2.3959 -0.8226 -0.38 -0.78 0.74
H -1.0617 -0.2576 -1.4503 -0.13 -0.42 0.24
H -2.7240 -0.1459 -1.9670 -0.14 0.54 -0.21
H -2.4164 -0.2168 -0.2622 0.22 -0.35 0.13
C 1.5102 -1.2869 1.7428 1.24 -0.50 -0.58
C 2.1620 -0.5741 0.5451 -0.17 -0.20 -0.16
H 1.0646 -2.2150 1.3890 -0.65 0.20 0.11
H 2.2817 -1.6640 2.4142 0.05 0.38 0.32
H 0.8477 -0.6274 2.2823 -0.42 -0.17 0.09
H 1.5747 -0.7517 -0.3583 -0.07 0.26 0.02
H 3.1613 -0.9419 0.3093 0.01 -0.09 0.20
H 2.2441 0.4966 0.7043 0.00 0.14 -0.01

=====

11
Properties=species:S:1:pos:R:3:forces:R:3 method="wB97M-V/def2-TZVPD" homo_energy_ev=-10.1748 total_energy_ev=-8776.9174 relative_energy_kcal_mol=17.9 orbital_gap_ev=11.01 lumo_energy_ev=0.8
O -1.2701 1.1404 -1.5443 -0.12 -0.43 0.27
C -1.5156 0.1605 -0.8820 0.09 0.23 -0.18
C -0.4777 -0.5691 -0.0652 -0.04 0.00 0.00
N 0.7947 0.0963 -0.1303 0.06 0.03 0.09
C 1.5419 0.2863 0.9916 -0.03 -0.06 0.10
O 1.2713 -0.1674 2.0857 0.11 0.09 -0.37
H -2.5317 -0.2817 -0.8603 0.10 0.07 -0.01
H -0.7922 -0.6352 0.9835 -0.03 0.01 -0.15
H -0.4239 -1.6037 -0.4402 -0.05 0.13 0.06
H 0.9551 0.6862 -0.9356 0.05 -0.06 0.13
H 2.4481 0.8873 0.7972 -0.12 -0.02 0.06

=====

16
Properties=species:S:1:pos:R:3:forces:R:3 method="wB97M-V/def2-TZVPD" homo_energy_ev=-9.8185 total_energy_ev=-21370.6909 relative_energy_kcal_mol=106.4 orbital_gap_ev=9.89 lumo_energy_ev=0.1
C 0.7206 2.7177 -0.6627 3.26 0.43 -1.68
C 1.5293 1.3930 -0.4223 0.03 0.19 0.70
C 0.6295 0.2595 0.1107 0.64 1.96 -2.03
C -0.6874 0.4105 0.0249 -2.51 -0.61 0.72
C -1.7741 -0.6614 0.0174 -2.74 4.20 -1.19
H 0.0801 2.4126 -1.4088 -2.60 -0.90 -0.99
H 0.2400 3.0784 0.2262 -0.10 0.61 0.06
H 1.1835 3.5006 -1.4524 0.05 -1.18 2.82
H 1.9511 1.0592 -1.4253 -0.26 0.21 1.46
H 2.2808 1.2971 0.4063 0.17 1.43 -1.25
H -1.2911 1.4203 -0.0584 2.03 -2.08 -0.27
H -0.6163 -1.9739 1.4475 -2.86 0.61 -4.56
H -2.2872 -2.4888 1.0470 1.81 2.35 -3.32
N -1.5236 -1.9158 0.3709 1.69 -4.85 8.15
O -2.8779 -0.2540 -0.4515 2.54 -1.60 1.26
Cl 1.7435 -1.0340 0.4603 -1.15 -0.76 0.13

=====

What did the first record say?
16
Properties=species:S:1:pos:R:3:forces:R:3 method="wB97M-V/def2-TZVPD" homo_energy_ev=-11.5015 total_energy_ev=-4342.0875 relative_energy_kcal_mol=10.2 orbital_gap_ev=12.64 lumo_energy_ev=1.1
C -1.5535 0.4482 1.5305 -0.77 -0.07 0.57
C -1.9528 -1.0352 1.5963 -0.10 0.14 -0.55
H -0.8601 0.6767 2.3388 0.70 0.03 -0.58
H -1.2584 0.6831 0.5120 0.65 0.34 0.27
H -2.3612 1.1384 1.7896 -0.38 -0.30 -0.32
H -2.0270 -1.4570 0.5926 -0.01 0.06 -0.06
H -2.9366 -1.1821 2.0332 0.10 -0.13 0.39
H -1.1855 -1.6233 2.0939 -0.18 -0.07 0.27
C 1.5803 0.0910 -2.2636 -0.45 -0.45 -0.82
C 1.9126 0.4957 -0.8416 1.62 -0.16 0.24
H 1.6175 -0.9812 -2.4762 0.00 -0.06 0.49
H 0.5763 0.3966 -2.5587 -0.07 0.05 0.10
H 2.2437 0.4904 -3.0259 0.19 0.45 0.15
H 1.9733 -0.3364 -0.1385 -0.88 -0.05 0.02
H 1.3210 1.3231 -0.4698 -0.27 -0.11 0.16
H 2.9607 0.8167 -0.7635 -0.14 0.33 -0.33